[1]
The following is a quantum chemistry calculation of a cluster of 2 separate species, CH7OS in total at a distorted geometry, from the OMol25 dataset.

Structure (XYZ):
```
10
Properties=species:S:1:pos:R:3:forces:R:3
O 0.79764 0.17473 2.24206 -0.153 -0.385 -0.830
H -1.45721 -0.91491 -1.50048 -0.141 -0.977 0.886
H 1.49119 -0.34553 2.65838 0.056 0.067 0.185
H 0.51188 0.84665 2.87033 -0.042 -0.063 0.020
C 0.25295 0.87975 -1.43784 -0.722 1.439 -0.354
S -0.54532 -0.49860 -0.60138 1.529 1.713 -0.964
H 0.75233 1.50625 -0.70313 -0.056 -0.226 0.261
H 0.90100 0.79037 -2.30805 0.137 -1.213 0.302
H -0.60090 1.45372 -1.80249 0.069 0.181 0.143
H 0.06778 -0.63562 0.64648 -0.677 -0.536 0.352
```
Forces are in eV/Å.

Properties
Energy relative to the best compared isomer or geometry (same formula, charge and spin): 178.51 kJ/mol
Charge: +1
Gap between HOMO and LUMO: 10.39 eV
E_tot: -515.3625 Eh

[2]
The following is a quantum chemistry calculation of a cluster of 2 separate species, C2H2FIS in total at a distorted geometry, from the OMol25 dataset.

Structure (XYZ):
```
7
Properties=species:S:1:pos:R:3:forces:R:3
C -0.22066 0.33194 -0.14162 0.815 -0.440 1.091
C -1.48038 -0.17860 0.03444 -0.819 -0.632 -0.164
F -0.02915 1.68181 -0.09184 -0.329 -1.000 -0.349
S 1.19156 -0.68256 -0.07167 -1.300 0.929 -0.288
I 4.55424 -0.29581 0.05996 -0.076 0.037 -0.010
H -1.60054 -1.30902 0.06121 0.234 1.803 -0.112
H -2.41508 0.45224 0.14951 1.474 -0.697 -0.168
```
Forces are in eV/Å.

Properties
Energy relative to the best compared isomer or geometry (same formula, charge and spin): 163.23 kJ/mol
Charge: 0
Gap between HOMO and LUMO (alpha / beta): 6.77 / 6.84 eV
E_tot: -873.0596 Eh

[3]
The following is a quantum chemistry calculation of a structure of composition C20H21N2O3ReS2SbSe4, from the OMol25 dataset.

Structure (XYZ):
```
54
Properties=species:S:1:pos:R:3:forces:R:3
Re -0.11087 -0.23082 -0.35445 -0.244 -0.048 -0.190
O -1.16264 1.25367 0.64520 0.182 0.025 0.466
N -1.76192 0.93997 1.75677 -0.118 -0.577 -0.107
N -1.87722 -0.30254 1.89734 0.267 0.474 -0.264
O -1.36451 -1.10944 0.94891 -0.290 0.115 0.214
C -2.54919 -0.90722 3.01884 0.070 0.084 -0.110
C -3.44774 -0.12843 3.73699 0.040 -0.141 0.000
C -4.06147 -0.71337 4.82994 -0.030 0.041 0.019
C -3.77882 -2.03071 5.17240 0.049 -0.094 -0.002
C -2.87667 -2.78464 4.42695 -0.075 0.047 0.072
C -2.24403 -2.22489 3.33072 -0.052 0.104 -0.001
H -3.66884 0.88738 3.44319 -0.008 0.011 -0.005
H -4.77742 -0.14248 5.40555 0.007 -0.019 0.004
H -4.27498 -2.47808 6.02357 0.010 -0.002 -0.014
H -2.66924 -3.81084 4.69670 -0.013 0.007 0.017
H -1.54151 -2.79068 2.73663 -0.003 0.000 0.003
Se 0.64802 -1.96509 -5.24246 -0.148 -0.001 0.114
Sb -1.26219 -2.28717 -4.02074 0.057 -0.069 -0.113
Se -0.96449 0.78508 -2.12617 -0.072 0.032 -0.125
Se 0.07150 -2.35376 -1.12111 -0.010 0.003 0.096
Se -3.44590 -2.71063 -3.54547 0.136 0.035 0.029
C 3.13984 -0.87887 -1.19567 0.182 -0.091 0.046
S 2.09640 0.58065 -1.10586 0.137 0.223 0.031
C 2.21707 1.22941 -2.77419 -0.055 -0.113 -0.242
H 4.15222 -0.54660 -1.42366 -0.008 0.025 0.007
H 2.76987 -1.56096 -1.96175 0.003 0.074 0.016
H 3.12643 -1.34736 -0.21371 0.005 -0.013 0.005
H 1.88962 0.49357 -3.50941 -0.017 0.067 0.070
H 3.26000 1.49328 -2.94713 0.025 -0.025 0.087
H 1.61440 2.13417 -2.82087 -0.011 0.006 -0.011
O 0.98684 -0.05128 1.31297 0.116 -0.125 0.000
S 1.74386 1.15331 2.07521 -0.185 0.028 0.097
C 3.28137 0.38745 2.47535 -0.109 0.007 -0.001
C 4.35398 1.26075 2.60634 0.042 -0.009 0.002
C 5.58175 0.73934 2.99014 0.030 0.052 -0.002
C 5.71972 -0.62263 3.21520 0.006 -0.007 0.004
C 4.63657 -1.48347 3.05970 -0.052 -0.003 -0.009
C 3.39778 -0.98341 2.69264 0.004 -0.022 0.008
C 0.85368 1.32407 3.58161 0.116 -0.205 -0.120
C 0.16882 2.52527 3.73804 0.015 0.085 -0.071
C -0.55245 2.73237 4.90407 -0.039 0.047 0.008
C -0.58925 1.74492 5.87738 0.027 -0.046 0.001
C 0.09782 0.54207 5.70396 -0.020 0.041 -0.002
C 0.83436 0.32422 4.55633 -0.036 0.009 -0.008
H 4.23904 2.32306 2.42430 -0.001 -0.014 0.005
H 6.42971 1.40016 3.10982 -0.010 -0.009 -0.003
H 6.67996 -1.02043 3.51520 -0.002 -0.001 -0.006
H 4.75657 -2.54380 3.23947 0.000 0.019 -0.007
H 2.54473 -1.64191 2.58087 0.025 0.022 -0.003
H 0.20672 3.28898 2.96996 0.004 -0.010 0.016
H -1.07572 3.66775 5.05362 0.017 -0.027 -0.005
H -1.14601 1.91538 6.79007 0.014 -0.011 -0.012
H 0.07357 -0.21363 6.47713 -0.003 0.005 0.008
H 1.39217 -0.59357 4.43289 0.024 -0.006 -0.011
```
Forces are in eV/Å.

Properties
Energy relative to the best compared isomer or geometry (same formula, charge and spin): 237.61 kJ/mol
Charge: +3
Gap between HOMO and LUMO: 4.95 eV
E_tot: -11829.4474 Eh

Q: Among the records above, which one has the lowest E_tot?
A: C20H21N2O3ReS2SbSe4

Q: Among the records above, which one has the highest energy relative to the best compared isomer or geometry (same formula, charge and spin)?
A: C20H21N2O3ReS2SbSe4

Q: Look up the E_tot of the first one.
A: -515.3625 Eh

Q: Look up the energy relative to the best compared isomer or geometry (same formula, charge and spin) of the first one.
A: 178.51 kJ/mol